57
Properties=species:S:1:pos:R:3:forces:R:3:nbo_charge:R:1 method="wB97M-V/def2-TZVPD" e_tot_ev=-63014.6650 total_charge=+1 e_homo_ev=-11.46 max_force_ev_per_a=3.156
Ca 0.0811 -0.0145 -3.8056 -0.94 -1.49 2.62 1.91
N -0.2350 0.8175 -0.5259 0.38 0.84 1.10 0.75
O -0.8199 0.3240 0.4353 -0.05 -0.10 -0.67 -0.47
O 0.7221 1.5813 -0.3731 -0.02 -0.47 -0.34 -0.50
O -0.6647 0.5885 -1.7000 -0.12 0.07 -0.89 -0.71
C -2.3577 4.0164 -0.3843 0.32 -0.21 -0.72 -0.25
O -3.0593 2.9498 -1.0115 -0.50 -0.34 0.29 -0.73
H -1.5192 3.6570 0.2180 -0.07 0.02 0.16 0.16
H -1.9696 4.6480 -1.1883 0.08 0.41 0.34 0.16
H -3.0589 4.5635 0.2398 0.03 -0.01 -0.06 0.20
H -2.4427 2.3346 -1.4105 0.20 0.03 0.00 0.46
C -2.0653 1.3304 3.6988 0.07 -1.35 -0.21 -0.25
O -0.7106 0.9192 3.5378 0.02 0.53 0.30 -0.73
H -2.6716 0.4176 3.6537 -0.36 0.13 -0.13 0.14
H -2.2362 1.7066 4.7040 0.34 0.47 -0.16 0.19
H -2.3820 1.9976 2.8964 -0.07 0.31 0.26 0.16
H -0.6366 0.5414 2.6576 0.05 0.11 -0.01 0.47
C 2.8073 4.7449 -0.3201 0.56 -0.59 0.65 0.77
O 3.3094 5.8454 -0.4551 -0.21 -0.48 0.02 -0.64
N 1.4962 4.4467 -0.4359 -1.89 0.54 -0.47 -0.86
N 3.5052 3.6005 0.0199 0.94 1.26 -0.43 -0.87
H 1.1465 3.5119 -0.3316 0.17 0.04 0.16 0.39
H 0.8022 5.1726 -0.3613 0.33 0.14 -0.16 0.40
H 3.0537 2.7234 0.1669 0.18 -0.19 0.15 0.39
H 4.4954 3.7582 0.1154 -0.07 -0.56 0.07 0.41
C -1.2969 -2.8314 3.0340 -0.31 -0.36 -0.34 0.78
O -0.2388 -3.4284 2.8912 -0.14 0.75 0.04 -0.66
N -2.2238 -3.1410 3.9674 0.11 -0.43 0.29 -0.84
N -1.7412 -1.8034 2.2313 1.14 -0.16 -0.55 -0.88
H -3.1079 -2.6778 3.9147 -0.14 -0.08 0.63 0.39
H -1.9831 -3.8076 4.6799 -0.31 -0.04 -0.09 0.42
H -2.7042 -1.5514 2.1454 0.00 0.23 0.13 0.39
H -1.0356 -1.3268 1.6955 -0.38 -0.14 -0.26 0.41
C -2.9649 -1.8112 -2.2734 -2.05 1.66 0.97 0.81
O -2.0821 -1.3620 -3.0167 0.43 -0.54 -1.11 -0.80
N -3.9247 -2.7201 -2.6004 0.95 -0.51 -1.85 -0.84
N -3.2774 -1.1798 -1.1149 1.54 -0.20 -0.56 -0.81
H -4.0381 -2.8579 -3.5925 0.03 -0.50 0.18 0.41
H -4.4800 -3.2704 -1.9750 0.03 0.21 0.24 0.41
H -4.0285 -1.5330 -0.5575 0.02 0.41 0.36 0.40
H -2.6106 -0.4600 -0.8730 -0.27 -0.10 0.82 0.43
C 1.4344 -2.8469 -2.1788 0.55 -1.69 0.03 0.82
O 0.8387 -1.7937 -2.4525 0.03 1.28 -0.97 -0.85
N 1.0001 -3.6816 -1.2205 -0.22 0.65 -0.01 -0.79
N 2.5008 -3.3172 -2.8625 0.33 0.72 -1.01 -0.81
H 0.3098 -3.3306 -0.5761 0.04 -0.29 0.16 0.43
H 1.5243 -4.5175 -1.0404 -0.18 -0.03 0.41 0.41
H 3.0311 -4.1488 -2.6749 -0.32 -0.10 0.50 0.41
H 2.9073 -2.7673 -3.6004 -0.10 0.27 0.20 0.41
C 4.2054 -0.4815 -0.7465 1.69 -0.86 -1.08 0.77
O 4.3294 -0.5103 -1.9792 -0.99 0.56 0.46 -0.71
N 3.1350 -0.0494 -0.0720 -1.10 0.31 -0.57 -0.84
N 5.2325 -0.9149 0.0212 0.65 -0.43 0.91 -0.84
H 2.4756 0.4400 -0.6513 -0.33 0.01 0.40 0.41
H 3.0632 -0.0022 0.9275 0.12 0.12 0.00 0.41
H 6.0800 -1.2066 -0.4323 -0.18 -0.07 -0.22 0.41
H 5.0801 -1.2918 0.9419 0.00 0.24 0.04 0.39

15
Properties=species:S:1:pos:R:3:forces:R:3:nbo_charge:R:1 method="wB97M-V/def2-TZVPD" e_tot_ev=-7830.9710 total_charge=+1 e_homo_ev=-14.24 max_force_ev_per_a=4.551
C 0.3172 0.9252 -2.8064 -2.11 -0.72 -3.97 -0.70
C 0.6703 -0.0624 -1.8637 1.65 -1.55 3.08 0.29
N 0.3451 0.0392 -0.6295 -0.51 -0.61 0.28 -0.39
C 0.1120 -0.2780 0.5880 -1.14 -0.91 2.36 0.35
C -0.8573 -1.0175 1.5014 2.15 1.78 -1.18 -0.13
C -0.2153 -0.7795 2.8650 -0.42 0.80 -1.92 -0.36
C -0.0293 0.3769 1.8704 -0.23 -0.32 -0.56 -0.15
H -0.4765 1.6215 -2.5138 0.83 0.19 0.24 0.26
H 1.2894 1.2915 -3.1888 -0.76 0.43 -0.10 0.29
H -0.2068 0.3322 -3.7135 1.43 1.22 1.58 0.28
H 1.4535 -0.8355 -2.1240 -0.91 0.75 0.16 0.23
H -1.8865 -1.0536 1.2333 -0.69 -0.32 0.16 0.26
H -0.8487 -0.7183 3.7418 -0.41 0.62 -0.35 0.26
H 0.6764 -1.2640 3.1303 1.07 -0.95 -0.13 0.24
H -0.3437 1.4225 1.9096 0.04 -0.40 0.33 0.27

13
Properties=species:S:1:pos:R:3:forces:R:3:nbo_charge:R:1 method="wB97M-V/def2-TZVPD" e_tot_ev=-14544.7695 total_charge=0 e_homo_ev=-9.07 max_force_ev_per_a=1.026
C 0.4592 -1.2609 0.4116 0.83 -0.57 -0.21 -0.42
N -0.3189 -0.1690 -0.0869 -0.39 0.64 -0.40 -0.64
C -0.5045 -0.1164 -1.5380 0.32 -0.19 0.67 -0.41
H 0.0045 -2.2542 0.3266 -0.22 -0.03 0.10 0.17
H 0.7513 -1.0708 1.4396 -0.16 -0.11 0.28 0.20
H 1.4054 -1.3355 -0.1423 -0.18 0.19 -0.02 0.19
H -1.2209 -0.1198 0.3666 0.01 -0.07 0.11 0.36
H -1.0377 -0.9862 -1.9340 -0.37 0.14 -0.09 0.17
H -0.9772 0.8391 -1.7727 -0.12 -0.30 -0.27 0.20
H 0.4751 -0.1528 -1.9976 0.28 0.23 -0.16 0.19
S 0.7695 2.2807 2.0859 0.00 -0.07 -0.05 -0.34
H -0.3061 2.9791 1.7168 -0.08 0.17 0.06 0.13
H 0.5002 1.3668 1.1245 0.08 -0.04 -0.02 0.18

77
Properties=species:S:1:pos:R:3:forces:R:3:lowdin_charge:R:1 method="wB97M-V/def2-TZVPD" e_tot_ev=-139662.9248 spin_multiplicity=5 s2=6.009 total_charge=0 e_homo_ev="-8.75 / -8.76" max_force_ev_per_a=1.129
Rh 1.9312 2.2478 -0.0001 0.76 0.42 0.40 1.17
O 5.2205 1.3929 0.2649 -0.16 -0.04 0.07 -0.38
As 4.6779 2.7218 1.3480 -0.12 -0.02 -0.02 1.10
O 3.9133 3.7139 -0.0917 0.02 -0.13 -0.05 -0.38
O 3.1543 2.1185 1.7568 0.07 0.03 -0.08 -0.69
C 4.5618 4.0987 -1.2106 -0.05 0.03 -0.03 -0.35
C 5.8516 4.6193 -1.1658 0.01 -0.02 0.01 -0.03
C 6.4778 5.0418 -2.3272 0.01 0.02 -0.02 -0.07
C 5.8310 4.9702 -3.5526 0.00 0.01 0.01 -0.08
C 4.5438 4.4623 -3.6109 0.03 -0.01 0.09 -0.05
C 3.9162 4.0232 -2.4536 0.07 0.02 0.02 -0.20
S 2.3167 3.3010 -2.5914 -0.22 0.07 -0.15 0.50
O 2.4873 1.8726 -2.1985 -0.22 -0.16 -0.05 -0.40
O 1.8469 3.4830 -3.9357 0.07 0.00 0.07 -0.28
O 1.4494 3.9111 -1.5510 -0.02 -0.08 -0.07 -0.38
H 6.1761 1.3782 0.1690 0.17 0.02 -0.04 0.01
H 6.3493 4.7040 -0.2074 0.01 0.01 -0.01 0.10
H 7.4804 5.4457 -2.2710 0.01 0.00 0.01 0.11
H 6.3226 5.3103 -4.4533 0.00 0.00 0.00 0.10
H 4.0079 4.3911 -4.5463 -0.01 0.00 -0.02 0.11
C -2.6978 1.2895 -0.9327 0.04 0.15 0.08 0.00
C -1.4560 2.0114 -1.4038 -0.14 -0.55 -0.59 -0.46
C -1.6099 2.9519 -2.5736 0.05 0.00 0.21 0.01
O -0.4350 1.1343 -1.4948 -0.21 0.00 0.00 0.04
C -1.1206 3.0962 0.0685 -0.14 0.91 0.65 -0.52
O -1.9840 3.9224 0.0832 -0.07 -0.14 -0.22 0.18
O -0.1631 2.7344 0.7231 0.01 -0.63 -0.11 0.01
H -3.0227 0.6439 -1.7508 -0.04 -0.05 0.00 0.11
H -3.4865 1.9955 -0.6874 -0.02 -0.01 -0.03 0.10
H -2.4854 0.6667 -0.0634 0.01 -0.02 0.01 0.09
H -1.8597 2.3463 -3.4480 0.00 0.00 -0.03 0.11
H -0.6847 3.4912 -2.7681 0.04 0.02 -0.04 0.08
H -2.4033 3.6691 -2.3847 -0.02 -0.03 0.01 0.10
H 0.2856 1.4496 -2.0655 0.16 0.08 -0.05 0.09
C 0.5197 -5.3832 0.7024 0.02 -0.05 -0.03 -0.04
C -0.5482 -4.3043 0.4968 -0.08 -0.03 -0.05 -0.51
C -1.8965 -4.9957 0.2389 0.04 0.00 0.02 -0.04
C -0.1784 -3.5080 -0.7658 0.06 -0.03 -0.02 -0.03
C -0.6588 -3.4073 1.7692 0.02 -0.01 0.02 -0.42
O -0.9053 -4.2139 2.9269 -0.02 -0.07 -0.03 -0.02
C -1.7530 -2.3149 1.6423 0.03 -0.02 0.02 -0.10
C -3.0571 -2.5806 2.4052 0.01 0.00 0.00 -0.14
C -4.0398 -1.4699 2.1413 -0.03 0.00 -0.01 -0.24
C -4.8501 -1.4943 1.0095 0.02 0.01 -0.01 -0.04
C -5.7162 -0.4515 0.7218 0.02 0.01 -0.01 -0.11
C -5.7694 0.6364 1.5778 -0.01 0.02 -0.02 -0.68
Cl -6.8416 1.9562 1.2179 0.01 -0.01 0.00 0.66
C -4.9778 0.6882 2.7116 0.02 -0.01 0.00 -0.10
C -4.1207 -0.3683 2.9858 0.04 0.04 -0.02 -0.03
C 0.6849 -2.7891 2.1984 0.05 0.09 0.08 -0.04
N 1.2683 -1.7901 1.3203 0.06 -0.04 0.02 -0.08
C 0.9853 -0.4931 1.2047 -0.02 -0.01 -0.08 -0.11
N 1.7620 0.0498 0.2901 -0.17 0.01 0.14 0.00
C 2.5486 -0.9755 -0.1192 0.08 0.04 -0.05 -0.16
N 2.2853 -2.1098 0.4818 0.01 0.12 0.11 0.11
H 0.4698 -6.1043 -0.1153 0.01 0.00 -0.01 0.09
H 0.3757 -5.9212 1.6394 -0.01 -0.01 -0.01 0.09
H 1.5231 -4.9555 0.6953 -0.01 -0.02 -0.01 0.08
H -1.8139 -5.6098 -0.6584 0.00 -0.01 0.00 0.09
H -2.7021 -4.2814 0.0686 -0.03 0.04 -0.01 0.08
H -2.1941 -5.6711 1.0460 0.00 0.02 0.03 0.09
H -0.3698 -4.1280 -1.6431 0.01 -0.03 -0.01 0.09
H 0.8776 -3.2429 -0.7774 -0.16 -0.07 -0.04 0.06
H -0.7561 -2.5926 -0.8900 -0.06 0.03 -0.01 0.08
H -1.6750 -4.7693 2.7666 0.01 0.02 -0.01 0.09
H -1.9939 -2.1382 0.5950 -0.01 0.02 -0.05 0.10
H -1.3717 -1.3650 2.0202 0.02 0.03 0.01 0.10
H -2.8476 -2.6494 3.4730 -0.01 -0.01 -0.01 0.12
H -3.5028 -3.5305 2.1023 0.01 -0.03 -0.02 0.11
H -4.8046 -2.3440 0.3374 -0.01 -0.02 0.00 0.12
H -6.3441 -0.4760 -0.1581 -0.01 0.00 0.00 0.11
H -5.0308 1.5455 3.3679 -0.01 0.00 0.01 0.11
H -3.4990 -0.3273 3.8727 0.00 -0.01 0.02 0.12
H 1.4307 -3.5697 2.3189 -0.03 0.03 0.01 0.13
H 0.5172 -2.3347 3.1749 0.04 0.04 -0.01 0.15
H 0.2537 0.0353 1.7905 -0.03 0.00 0.02 0.14
H 3.3237 -0.8609 -0.8575 0.02 0.01 0.00 0.12